# 1
A molecular structure, C18H42AsN2O3, computed with ωB97M-V with the def2-TZVPD basis set.

Properties
E: -3281.92420 a.u.
E_HOMO: -3.81 eV
Net charge: -1
ΔE to the lowest compared entry with this formula, charge and spin: 0.0 kcal per mole
HOMO-LUMO gap: 6.8 eV

Last column: natural (NBO) charge in e.
Positions of all 66 atoms, in Å:
C  6.57  -1.04  -0.13  -0.600
C  5.19  -0.65  0.40  -0.405
C  4.32  -1.85  0.75  -0.388
C  2.88  -1.44  1.05  -0.215
N  2.18  -1.14  -0.17  -0.969
As  0.32  -0.52  0.07  1.507
C  -0.39  -2.42  -0.32  -1.003
C  -1.55  0.18  0.54  -0.754
C  -2.42  -0.82  1.27  -0.412
C  -3.60  -0.20  2.02  -0.393
C  -4.81  0.02  1.12  -0.429
C  -5.62  -1.26  0.96  -0.054
O  -6.49  -1.24  -0.16  -0.555
C  -5.85  -1.49  -1.40  -0.254
C  1.15  1.41  0.54  -0.861
C  0.42  2.60  0.08  0.704
O  0.35  3.03  -1.05  -0.647
N  -0.33  3.27  1.12  -0.507
C  -1.30  4.22  0.58  -0.408
C  0.55  3.91  2.10  -0.405
C  0.15  -0.02  -1.91  -0.754
C  1.31  0.17  -2.87  0.103
C  1.93  -1.14  -3.39  -0.640
O  2.34  1.00  -2.32  -0.717
H  7.27  -0.20  -0.12  0.196
H  7.00  -1.84  0.47  0.188
H  6.51  -1.41  -1.16  0.197
H  5.31  -0.03  1.29  0.182
H  4.65  -0.06  -0.35  0.231
H  4.76  -2.39  1.61  0.178
H  4.32  -2.55  -0.09  0.183
H  2.39  -2.21  1.68  0.153
H  2.90  -0.52  1.65  0.181
H  2.11  -2.00  -0.71  0.335
H  0.47  -0.86  1.62  -0.210
H  -1.35  -2.39  -0.84  0.188
H  -0.51  -3.00  0.60  0.202
H  0.31  -2.96  -0.96  0.189
H  -1.34  1.02  1.21  0.217
H  -2.05  0.58  -0.35  0.192
H  -2.81  -1.55  0.56  0.183
H  -1.79  -1.38  1.97  0.208
H  -3.28  0.76  2.44  0.206
H  -3.89  -0.83  2.87  0.182
H  -5.47  0.81  1.51  0.196
H  -4.48  0.35  0.14  0.206
H  -4.94  -2.12  0.88  0.161
H  -6.26  -1.43  1.83  0.176
H  -6.39  -2.27  -1.93  0.173
H  -4.81  -1.82  -1.25  0.178
H  -5.83  -0.58  -2.01  0.172
H  1.17  1.41  1.63  0.202
H  2.15  1.37  0.12  0.260
H  -1.92  3.71  -0.16  0.214
H  -1.93  4.58  1.39  0.178
H  -0.82  5.07  0.08  0.173
H  -0.03  4.66  2.64  0.187
H  0.93  3.19  2.82  0.202
H  1.40  4.42  1.63  0.172
H  -0.47  -0.82  -2.33  0.196
H  -0.46  0.88  -1.93  0.224
H  0.89  0.71  -3.74  0.143
H  2.75  -1.42  -2.73  0.228
H  2.33  -1.01  -4.40  0.185
H  1.20  -1.95  -3.41  0.199
H  2.72  1.52  -3.03  0.455

=====

# 2
7 unconnected molecules or ions with the total composition C18H42Br10N2O2 at a distorted geometry, computed with ωB97M-V with the def2-TZVPD basis set.

Properties
E: -26711.06075 a.u.
E_HOMO: -9.06 eV
SMILES: COC[C@H](C)N.COC[C@H](C)N.BrCCBr.BrCCBr.BrCCBr.BrCCBr.BrCCBr
Net charge: 0
HOMO-LUMO gap: 9.2 eV

Last column: Mulliken charge in e.
Positions of all 74 atoms, in Å:
Br  10.14  -11.19  -31.14  -0.127
C  11.82  -10.51  -30.40  -0.483
C  12.00  -10.90  -28.94  -0.649
Br  10.47  -10.29  -27.75  -0.139
H  11.80  -9.42  -30.49  0.347
H  12.61  -11.00  -30.97  0.348
H  12.91  -10.49  -28.49  0.338
H  11.97  -11.98  -28.75  0.365
Br  17.80  -18.23  -23.11  -0.165
C  16.26  -19.05  -22.24  -0.612
C  15.45  -19.85  -23.26  -0.548
Br  13.77  -20.29  -22.26  -0.167
H  15.61  -18.24  -21.92  0.338
H  16.57  -19.57  -21.33  0.403
H  15.92  -20.81  -23.50  0.359
H  15.24  -19.26  -24.15  0.392
Br  13.27  -8.59  -21.43  -0.151
C  14.12  -10.38  -21.51  -0.557
C  13.67  -11.16  -22.82  -0.497
Br  14.09  -13.07  -22.76  -0.149
H  13.84  -10.87  -20.58  0.358
H  15.20  -10.21  -21.52  0.348
H  14.21  -10.78  -23.68  0.282
H  12.58  -11.11  -22.92  0.366
Br  11.15  -14.02  -18.47  -0.148
C  11.71  -15.90  -18.48  -0.571
C  13.13  -15.94  -17.99  -0.668
Br  13.70  -17.85  -17.77  -0.169
H  11.66  -16.25  -19.51  0.346
H  11.17  -16.61  -17.85  0.414
H  13.29  -15.37  -17.08  0.419
H  13.65  -15.37  -18.77  0.377
Br  13.83  -11.13  -14.91  -0.171
C  12.72  -11.18  -13.18  -0.568
C  11.26  -11.57  -13.57  -0.570
Br  10.02  -11.36  -12.04  -0.154
H  12.75  -10.18  -12.75  0.365
H  13.18  -11.86  -12.46  0.384
H  11.17  -12.62  -13.84  0.352
H  10.82  -10.92  -14.32  0.363
C  15.63  -6.07  -28.12  -1.424
C  16.12  -5.83  -26.74  0.787
C  17.33  -6.74  -26.41  -0.812
O  16.85  -8.09  -26.34  -0.235
C  17.75  -9.08  -26.07  -0.815
N  16.60  -4.48  -26.59  -0.747
H  16.16  -5.59  -28.94  0.372
H  14.60  -5.77  -28.30  0.347
H  15.58  -7.13  -28.37  0.293
H  15.36  -6.00  -25.98  0.219
H  17.77  -6.45  -25.45  0.376
H  18.09  -6.69  -27.18  0.322
H  17.23  -9.99  -25.79  0.220
H  18.45  -8.87  -25.25  0.329
H  18.33  -9.41  -26.93  0.312
H  16.91  -4.33  -25.64  0.215
H  15.98  -3.69  -26.74  0.236
C  10.70  0.57  -27.08  -1.295
C  11.64  -0.59  -26.54  0.365
C  11.05  -1.99  -26.57  -0.634
O  10.22  -2.15  -25.46  -0.309
C  10.00  -3.48  -25.00  -0.701
N  12.85  -0.38  -27.29  -0.665
H  10.77  0.81  -28.14  0.344
H  11.06  1.45  -26.54  0.365
H  9.65  0.48  -26.83  0.346
H  11.92  -0.40  -25.51  0.220
H  11.95  -2.61  -26.51  0.291
H  10.50  -2.32  -27.45  0.341
H  10.96  -3.93  -24.75  0.293
H  9.48  -4.08  -25.75  0.275
H  9.47  -3.46  -24.05  0.262
H  12.66  -0.62  -28.25  0.244
H  13.17  0.58  -27.22  0.261

=====

# 3
A molecular structure, C18H42InN6O6 at a distorted geometry, computed with ωB97M-V with the def2-TZVPD basis set.

Properties
E: -1679.99146 a.u.
E_HOMO: -15.16 eV
Net charge: +3
ΔE to the lowest compared entry with this formula, charge and spin: 147.4 kcal per mole
HOMO-LUMO gap: 1.4 eV

Last column: Mulliken charge in e.
Positions of all 73 atoms, in Å:
In  10.81  -8.00  -29.19  0.995
C  17.41  -6.87  -28.09  -1.070
C  16.31  -6.79  -27.02  0.718
O  15.21  -7.29  -27.25  -0.573
N  16.60  -6.23  -25.80  -0.101
C  15.77  -6.25  -24.68  -0.861
H  16.90  -7.25  -28.97  0.270
H  18.24  -7.48  -27.75  0.333
H  17.85  -5.88  -28.23  0.368
H  17.55  -5.93  -25.61  0.266
H  16.19  -6.42  -23.69  0.359
H  15.03  -7.04  -24.78  0.286
H  15.47  -5.21  -24.55  0.330
C  15.25  -12.46  -27.59  -1.109
C  14.00  -12.90  -28.37  0.796
O  13.22  -12.14  -28.92  -0.589
N  13.87  -14.20  -28.68  -0.158
C  13.03  -14.76  -29.74  -0.796
H  15.59  -13.30  -26.98  0.365
H  15.25  -11.49  -27.08  0.302
H  16.09  -12.54  -28.29  0.325
H  14.54  -14.87  -28.31  0.251
H  12.15  -15.33  -29.44  0.291
H  13.63  -15.49  -30.29  0.327
H  12.72  -13.98  -30.44  0.297
C  7.16  -13.29  -30.52  -0.981
C  6.40  -11.96  -30.33  0.712
O  6.96  -10.91  -30.11  -0.558
N  5.02  -12.06  -30.29  -0.119
C  4.14  -10.99  -30.06  -0.834
H  6.55  -14.17  -30.29  0.352
H  8.04  -13.26  -29.88  0.272
H  7.45  -13.39  -31.57  0.283
H  4.67  -13.01  -30.32  0.253
H  4.48  -10.06  -29.62  0.310
H  3.43  -11.27  -29.28  0.346
H  3.62  -10.86  -31.01  0.320
C  5.69  -3.86  -26.36  -1.065
C  5.90  -4.50  -27.76  0.650
O  6.57  -5.53  -27.89  -0.592
N  5.48  -3.81  -28.82  -0.134
C  4.37  -2.86  -29.10  -0.861
H  4.81  -3.21  -26.28  0.369
H  6.33  -3.02  -26.10  0.334
H  5.52  -4.55  -25.53  0.318
H  5.81  -4.14  -29.72  0.280
H  3.38  -3.30  -28.94  0.332
H  4.37  -2.46  -30.11  0.331
H  4.43  -1.92  -28.53  0.312
C  10.93  -4.53  -22.76  -1.202
C  10.28  -5.63  -23.51  0.752
O  10.57  -5.78  -24.65  -0.553
N  9.31  -6.41  -22.98  -0.086
C  8.89  -6.46  -21.65  -0.768
H  11.38  -3.87  -23.50  0.326
H  11.79  -4.86  -22.18  0.325
H  10.23  -3.84  -22.29  0.417
H  9.05  -7.13  -23.64  0.244
H  9.48  -5.74  -21.09  0.296
H  8.90  -7.40  -21.10  0.303
H  7.89  -6.03  -21.77  0.330
C  16.00  -6.54  -34.20  -1.001
C  14.61  -6.02  -33.74  0.681
O  14.10  -6.66  -32.88  -0.525
N  14.02  -4.98  -34.30  -0.129
C  14.68  -4.03  -35.20  -0.873
H  16.75  -5.77  -34.02  0.327
H  15.94  -6.72  -35.27  0.332
H  16.34  -7.47  -33.75  0.293
H  13.02  -4.87  -34.26  0.264
H  14.55  -4.51  -36.17  0.388
H  15.73  -3.76  -35.13  0.301
H  14.16  -3.08  -35.32  0.308

=====

# 4
A molecular structure, C18H43BaF6NO6S2Si2 at a distorted geometry, computed with ωB97M-V with the def2-TZVPD basis set.

Properties
E: -3217.77413 a.u.
E_HOMO: -5.27 eV
Net charge: 0
ΔE to the lowest compared entry with this formula, charge and spin: 84.3 kcal per mole
HOMO-LUMO gap: 5.3 eV

Last column: Mulliken charge in e.
Positions of all 79 atoms, in Å:
O  -1.85  -2.50  -3.21  -0.116
O  -3.03  -1.48  -4.93  -0.016
C  -0.54  -3.16  -3.37  -0.129
C  0.33  -3.07  -2.15  -1.490
H  -0.09  -2.67  -4.24  0.410
H  -0.73  -4.21  -3.64  0.259
H  0.44  -2.04  -1.79  0.236
H  1.33  -3.44  -2.41  0.464
H  -0.02  -3.70  -1.33  0.439
C  -2.61  -2.64  -1.92  0.064
C  -3.75  -3.59  -2.10  -1.380
H  -2.96  -1.62  -1.71  -0.062
H  -1.91  -2.93  -1.14  0.393
H  -4.38  -3.28  -2.94  0.226
H  -4.35  -3.61  -1.19  0.409
H  -3.38  -4.61  -2.28  0.353
C  -3.48  -0.13  -4.59  -0.103
C  -2.54  -1.66  -6.30  -0.329
C  -4.34  -0.14  -3.35  -1.238
H  -4.06  0.22  -5.45  0.554
H  -2.61  0.52  -4.46  0.057
H  -4.91  -1.07  -3.23  0.222
H  -5.06  0.68  -3.43  0.445
H  -3.74  0.02  -2.45  0.292
C  -3.35  -2.71  -7.01  -1.295
H  -1.47  -1.92  -6.23  0.321
H  -2.63  -0.69  -6.81  0.390
H  -3.30  -3.67  -6.50  0.298
H  -2.97  -2.84  -8.03  0.421
H  -4.40  -2.40  -7.09  0.305
H  -2.40  -2.05  -4.06  0.503
Ba  1.08  2.62  -0.38  1.753
C  -0.09  2.09  -2.47  -1.359
Si  0.82  2.11  -4.08  0.486
H  -0.87  2.89  -2.38  0.689
H  -0.65  1.14  -2.33  -0.002
C  1.45  0.38  -4.49  -0.226
C  2.33  3.23  -4.12  -0.888
C  -0.37  2.67  -5.42  -1.090
C  3.01  0.49  -1.08  -0.037
Si  4.35  1.28  -0.09  0.165
H  3.19  0.22  -2.12  -0.231
H  2.45  -0.34  -0.60  -0.208
C  5.04  2.69  -1.15  -0.893
C  5.74  0.10  0.36  -1.168
C  3.68  1.99  1.53  -0.943
H  0.16  3.24  -6.20  0.365
H  -1.15  3.32  -4.99  0.313
H  -0.88  1.82  -5.90  0.166
H  2.28  0.08  -3.84  0.244
H  1.80  0.34  -5.53  0.382
H  0.65  -0.37  -4.38  -0.501
H  3.18  2.83  -3.54  0.036
H  2.11  4.24  -3.76  0.291
H  2.67  3.33  -5.17  0.305
H  5.95  -0.57  -0.48  0.307
H  5.46  -0.52  1.22  0.267
H  6.66  0.63  0.61  0.303
H  2.83  1.42  1.96  0.221
H  3.40  3.06  1.47  0.350
H  4.49  1.93  2.26  0.377
H  5.94  3.11  -0.67  0.329
H  4.33  3.52  -1.30  0.182
H  5.33  2.32  -2.14  0.270
F  1.37  -2.05  1.68  -0.207
C  0.59  -1.20  2.39  0.509
F  -0.01  -1.87  3.38  -0.217
F  1.40  -0.25  2.93  -0.225
S  -0.65  -0.42  1.22  1.012
O  0.18  0.26  0.23  -0.185
O  -1.49  -1.48  0.75  -0.642
N  -1.48  0.61  2.13  -0.548
S  -1.17  2.16  1.92  0.840
O  0.20  2.55  2.30  -0.637
O  -1.58  2.68  0.61  -0.630
C  -2.30  2.90  3.19  0.342
F  -3.57  2.48  3.00  -0.186
F  -1.91  2.56  4.43  -0.190
F  -2.27  4.24  3.07  -0.197